[1]
Below is a molecular structure, C45H61BHgN9O2S3, with properties calculated with wB97M-V/def2-TZVPD.

Geometry as XYZ:
```
122
Properties=species:S:1:pos:R:3:mulliken_charge:R:1
Hg -0.475 0.112 -0.699 1.815
C 0.758 -3.937 -4.011 -2.089
C 0.111 -4.012 -2.662 0.488
C -0.805 -4.998 -2.384 -1.378
C -1.492 -4.982 -1.150 0.185
N -1.222 -4.121 -0.220 -0.255
N -0.211 -3.230 -0.418 1.183
B 0.177 -2.460 0.734 -2.022
N -0.666 -2.545 1.998 0.398
N -0.493 -3.768 2.550 -0.343
C -1.010 -4.041 3.702 0.153
C -1.707 -3.043 4.439 -0.929
C -1.895 -1.812 3.910 0.036
C -2.590 -0.726 4.669 -1.770
C -1.412 -1.556 2.568 0.871
S -1.785 -0.108 1.802 -0.340
C -0.831 -5.447 4.259 2.352
C 0.006 -6.305 3.310 -1.449
C -0.133 -5.379 5.623 -1.852
C -2.224 -6.076 4.430 -1.516
N 1.662 -2.323 0.975 0.334
N 2.238 -3.530 0.802 0.060
C 3.509 -3.678 0.988 0.192
C 4.305 -2.588 1.428 -0.814
C 3.747 -1.363 1.582 0.147
C 4.552 -0.175 2.004 -1.735
C 2.345 -1.206 1.294 0.973
S 1.595 0.296 1.315 -0.231
C 4.102 -5.055 0.726 2.369
C 4.704 -5.599 2.029 -1.663
C 3.031 -6.026 0.219 -1.672
C 5.199 -4.918 -0.339 -1.756
C 0.419 -3.068 -1.658 0.949
S 1.470 -1.742 -1.924 -0.192
C -2.524 -6.061 -0.830 2.061
C -3.455 -6.309 -2.026 -1.794
C -3.374 -5.682 0.387 -1.154
C -1.742 -7.353 -0.536 -1.589
H 0.160 -4.469 -4.753 0.453
H 1.755 -4.385 -3.983 0.293
H 0.888 -2.898 -4.305 0.269
H -1.029 -5.754 -3.128 0.366
H -2.057 -3.255 5.443 0.393
H -2.692 -0.997 5.721 0.404
H -3.582 -0.547 4.247 0.308
H -2.041 0.211 4.576 0.373
H 1.018 -5.904 3.217 0.235
H -0.435 -6.314 2.314 -0.216
H 0.062 -7.328 3.690 0.589
H 0.861 -4.933 5.529 0.347
H -0.020 -6.387 6.027 0.482
H -0.706 -4.792 6.346 0.338
H -2.755 -6.111 3.475 0.178
H -2.833 -5.511 5.140 0.355
H -2.123 -7.098 4.806 0.471
H 5.362 -2.726 1.629 0.360
H 5.577 -0.465 2.236 0.402
H 4.098 0.302 2.873 0.372
H 4.555 0.571 1.206 0.286
H 3.933 -5.683 2.801 0.254
H 5.500 -4.952 2.407 0.326
H 5.128 -6.591 1.857 0.477
H 2.214 -6.118 0.936 0.140
H 3.482 -7.010 0.061 0.528
H 2.604 -5.676 -0.724 0.230
H 6.023 -4.286 0.005 0.331
H 4.790 -4.481 -1.255 0.320
H 5.606 -5.904 -0.579 0.470
H -3.857 -5.368 -2.405 0.194
H -4.291 -6.938 -1.711 0.488
H -2.944 -6.824 -2.843 0.360
H -4.112 -4.924 0.116 0.221
H -2.753 -5.273 1.182 -0.229
H -3.906 -6.564 0.755 0.507
H -1.113 -7.628 -1.386 0.341
H -2.435 -8.176 -0.339 0.489
H -1.093 -7.227 0.334 0.139
O -1.274 2.324 -0.734 -0.260
C -0.799 3.534 -0.624 0.248
C -1.598 4.549 -0.039 -0.875
C -1.170 5.854 0.050 -0.498
C 0.088 6.226 -0.426 -0.909
C 0.900 5.256 -0.973 -0.967
C 0.496 3.917 -1.084 0.495
C 1.450 2.947 -1.634 0.306
N 1.223 1.822 -2.302 0.264
C 2.462 1.309 -2.638 -0.449
C 3.448 2.124 -2.184 -1.144
N 2.795 3.154 -1.549 -0.066
H -2.578 4.261 0.324 0.420
H -1.822 6.603 0.487 0.437
H 0.419 7.256 -0.380 0.374
H 1.871 5.548 -1.359 0.435
H 2.569 0.376 -3.174 0.566
H 4.521 2.047 -2.239 0.476
H 3.230 3.897 -1.034 0.236
O -4.017 1.943 -0.306 -0.752
H -3.069 2.150 -0.484 0.132
H -3.990 1.411 0.498 0.292
C -2.213 1.937 -3.490 -0.161
N -1.412 1.194 -4.506 0.305
C -2.167 1.090 -5.776 -0.827
C -0.921 -0.165 -4.022 -0.487
C -1.987 -0.947 -3.317 1.453
C -2.882 -1.724 -4.053 -0.539
C -3.933 -2.362 -3.414 -0.934
C -4.064 -2.233 -2.037 -0.388
C -3.121 -1.519 -1.305 -0.375
C -2.065 -0.858 -1.922 -0.539
H -2.420 2.936 -3.873 0.502
H -1.660 2.009 -2.560 -0.426
H -3.143 1.405 -3.300 0.390
H -0.565 1.741 -4.659 0.364
H -3.064 0.505 -5.594 0.401
H -1.560 0.601 -6.536 0.333
H -2.450 2.084 -6.116 0.346
H -0.105 0.028 -3.335 -0.826
H -0.541 -0.685 -4.902 0.507
H -2.758 -1.832 -5.127 0.573
H -4.642 -2.946 -3.989 0.412
H -4.900 -2.699 -1.528 0.376
H -3.232 -1.470 -0.226 0.115
```

Calculated values
HOMO energy (spin up / spin down) = -5.38 / -6.91 eV
Kohn-Sham gap (spin up / spin down) = 5.4 / 6.8 eV
LUMO (spin up / spin down) = 0.06 / -0.15 eV
<S²> = 0.78
2S+1 = 2
E = -3767.50672 a.u.
Energy above the lowest of the compared OMol25 structures with the same formula, charge and spin = 1.7 kJ/mol

[2]
Below is a molecular structure, C45H61ClN5OPbS3Te, with properties calculated with wB97M-V/def2-TZVPD.

Geometry as XYZ:
```
118
Properties=species:S:1:pos:R:3:mulliken_charge:R:1
Pb 0.029 -1.998 0.369 0.295
C 0.713 -3.775 3.766 -1.384
C -0.762 -4.070 3.663 1.508
C -1.493 -4.146 4.848 -0.706
C -2.836 -4.467 4.851 -0.749
C -3.460 -4.714 3.639 -0.882
C -2.772 -4.635 2.432 1.405
C -3.537 -4.844 1.160 -0.939
C -1.392 -4.306 2.415 -1.385
N -0.648 -4.137 1.219 1.107
C -0.224 -5.220 0.458 0.320
C 0.029 -6.510 1.227 -1.990
C 0.600 -4.942 -0.745 0.744
C 1.662 -5.965 -1.140 -2.019
N 0.903 -3.616 -1.045 0.486
C 1.655 -3.292 -2.215 -1.667
C 3.050 -3.109 -2.105 2.329
C 3.784 -3.336 -0.808 -1.632
C 3.803 -2.730 -3.217 -0.617
C 3.222 -2.572 -4.459 -0.868
C 1.852 -2.757 -4.581 -0.770
C 1.056 -3.086 -3.486 1.549
C -0.432 -3.118 -3.686 -0.276
H 1.198 -4.488 4.443 0.324
H 0.891 -2.770 4.158 0.321
H 1.199 -3.834 2.799 -0.053
H -0.982 -3.953 5.788 0.394
H -3.394 -4.519 5.779 0.372
H -4.520 -4.950 3.617 0.299
H -4.604 -4.964 1.372 0.410
H -3.185 -5.713 0.608 0.294
H -3.399 -3.987 0.499 -0.012
H -0.828 -6.721 1.867 0.409
H 0.913 -6.386 1.871 0.215
H 0.177 -7.355 0.563 0.548
H 1.267 -6.974 -1.156 0.676
H 2.505 -5.908 -0.437 0.194
H 2.029 -5.727 -2.138 0.398
H 4.251 -2.413 -0.462 0.376
H 4.572 -4.084 -0.949 0.309
H 3.113 -3.667 -0.024 -0.063
H 4.871 -2.572 -3.092 0.389
H 3.819 -2.301 -5.324 0.347
H 1.374 -2.619 -5.547 0.268
H -0.672 -3.128 -4.755 0.323
H -0.846 -2.214 -3.233 -0.229
H -0.894 -3.975 -3.204 -0.082
S -3.649 0.310 1.918 -0.417
Cl 2.338 -1.542 1.659 -0.764
C -4.277 -1.110 -3.465 -1.324
N -3.733 -1.313 -2.134 0.326
C -3.281 -2.674 -1.843 -1.689
C -3.882 -0.387 -1.163 0.419
S -3.887 -1.009 0.443 0.012
N -4.106 0.877 -1.598 0.211
C -3.284 1.432 -2.674 -0.933
C -4.785 1.890 -0.794 -1.115
H -4.876 -1.982 -3.738 0.495
H -3.483 -0.991 -4.206 0.311
H -4.917 -0.233 -3.480 0.402
H -2.971 -3.148 -2.770 0.626
H -4.074 -3.268 -1.377 0.564
H -2.419 -2.661 -1.181 0.255
H -2.583 0.686 -3.042 0.136
H -2.706 2.268 -2.287 0.307
H -3.917 1.792 -3.492 0.331
H -5.492 1.427 -0.113 0.428
H -5.330 2.542 -1.487 0.330
H -4.089 2.491 -0.215 0.289
S -1.187 -5.709 -1.232 -0.609
C 1.153 1.164 -2.799 -1.059
C 0.281 0.544 -1.712 0.036
O -0.229 -0.601 -1.985 -0.335
N 0.108 1.224 -0.606 0.176
Te 0.104 3.338 -0.128 0.347
C 0.483 5.631 0.075 -0.767
C 0.802 6.424 -1.032 1.552
C 1.322 5.823 -2.326 -1.734
C 0.658 7.817 -0.984 -0.854
C 0.175 8.456 0.144 0.975
C -0.037 9.951 0.174 -1.526
C -0.139 7.673 1.253 -0.945
C 0.009 6.289 1.237 0.890
C -0.354 5.514 2.485 -1.061
C 1.630 2.978 1.309 0.180
C 1.316 2.381 2.536 1.256
C -0.076 1.972 2.958 -1.777
C 2.349 2.131 3.442 -0.866
C 3.664 2.440 3.166 1.096
C 4.763 2.157 4.159 -1.684
C 3.959 3.022 1.936 -0.966
C 2.971 3.291 1.000 0.810
C 3.381 3.907 -0.318 -1.019
H 1.355 0.401 -3.550 0.225
H 2.093 1.514 -2.367 0.205
H 0.639 2.014 -3.257 0.255
H 1.249 4.737 -2.307 -0.051
H 2.371 6.093 -2.486 0.345
H 0.754 6.194 -3.184 0.504
H 0.923 8.410 -1.859 0.232
H 0.278 10.410 -0.765 0.341
H 0.525 10.416 0.988 0.325
H -1.093 10.188 0.329 0.312
H -0.521 8.157 2.151 0.273
H -0.688 6.184 3.282 0.342
H 0.504 4.942 2.847 0.067
H -1.153 4.797 2.281 0.206
H -0.810 2.081 2.165 0.024
H -0.405 2.566 3.818 0.327
H -0.066 0.922 3.258 0.467
H 2.104 1.637 4.379 0.239
H 4.381 1.584 5.007 0.353
H 5.194 3.087 4.537 0.326
H 5.565 1.579 3.694 0.368
H 4.993 3.251 1.688 0.277
H 4.470 3.953 -0.395 0.429
H 2.977 4.916 -0.414 0.067
H 2.998 3.319 -1.153 -0.063
```

Calculated values
HOMO energy (spin up / spin down) = -2.19 / -2.18 eV
Kohn-Sham gap (spin up / spin down) = 5.9 / 5.9 eV
LUMO (spin up / spin down) = 3.69 / 3.68 eV
<S²> = 0.76
2S+1 = 2
E = -4216.01026 a.u.
Energy above the lowest of the compared OMol25 structures with the same formula, charge and spin = 198.9 kJ/mol
Total charge = -2

[3]
Below is a molecular structure, C45H61N4O4P2Sb2Sn, with properties calculated with wB97M-V/def2-TZVPD.

Geometry as XYZ:
```
119
Properties=species:S:1:pos:R:3:mulliken_charge:R:1
Sn -0.160 0.142 -0.209 1.206
N 1.481 -2.495 -1.059 -0.163
C 1.301 -3.385 -2.216 -0.654
C 0.166 -4.373 -1.998 -0.791
C -1.276 -3.883 -2.162 -1.088
C -1.833 -2.912 -1.118 0.556
N -1.616 -1.476 -1.412 -0.206
H 2.460 -2.245 -0.966 0.126
H 1.229 -2.976 -0.197 -0.184
H 2.213 -3.955 -2.416 0.533
H 1.104 -2.778 -3.107 0.168
H 0.280 -4.808 -0.998 0.307
H 0.310 -5.191 -2.707 0.471
H -1.903 -4.777 -2.126 0.360
H -1.420 -3.453 -3.160 0.454
H -1.414 -3.155 -0.139 -0.336
H -2.914 -3.067 -1.064 0.160
H -2.495 -0.963 -1.385 -0.124
H -1.323 -1.338 -2.376 0.224
O 0.224 -2.020 1.641 0.565
P -0.580 -2.192 2.887 0.375
C -2.376 -2.158 2.568 -1.693
P -2.912 -0.475 2.111 1.045
O -1.768 0.387 1.667 -0.610
C -3.686 0.218 3.574 0.539
C -4.796 -0.389 4.160 -0.831
C -5.372 0.174 5.285 -0.797
C -4.845 1.344 5.820 -0.533
C -3.745 1.951 5.233 -0.724
C -3.161 1.390 4.106 -0.261
C -4.171 -0.657 0.840 1.071
C -4.828 -1.851 0.548 -0.383
C -5.776 -1.888 -0.464 -0.568
C -6.070 -0.737 -1.182 -0.642
C -5.426 0.456 -0.887 -0.699
C -4.481 0.499 0.123 -0.766
C -0.243 -3.762 3.703 0.529
C -1.189 -4.763 3.898 -0.329
C -0.816 -5.968 4.479 -0.754
C 0.499 -6.173 4.865 -0.533
C 1.449 -5.176 4.672 -0.673
C 1.080 -3.975 4.093 -0.750
C -0.305 -0.908 4.113 0.308
C 0.505 0.176 3.796 0.668
C 0.703 1.183 4.728 -0.596
C 0.089 1.107 5.971 -0.795
C -0.718 0.024 6.292 -0.841
C -0.914 -0.987 5.365 -0.793
H -2.934 -2.479 3.450 1.049
H -2.563 -2.850 1.745 0.896
H -5.219 -1.292 3.732 0.407
H -6.235 -0.290 5.743 0.436
H -5.299 1.785 6.698 0.423
H -3.338 2.862 5.653 0.457
H -2.296 1.842 3.636 0.302
H -4.615 -2.754 1.106 0.432
H -6.286 -2.815 -0.693 0.450
H -6.801 -0.773 -1.979 0.416
H -5.650 1.349 -1.453 0.425
H -3.954 1.420 0.347 0.356
H -2.218 -4.616 3.598 0.346
H -1.552 -6.746 4.630 0.426
H 0.787 -7.111 5.319 0.412
H 2.474 -5.339 4.975 0.435
H 1.817 -3.195 3.937 0.355
H 0.959 0.217 2.813 0.019
H 1.335 2.029 4.489 0.486
H 0.244 1.896 6.697 0.432
H -1.190 -0.034 7.264 0.477
H -1.532 -1.841 5.620 0.442
C -0.931 4.897 -0.118 -1.845
C -0.879 3.414 -0.324 0.009
N -0.072 2.658 0.318 1.263
O 0.747 3.330 1.221 -0.715
C -1.768 2.770 -1.300 -0.146
C -2.753 3.570 -2.095 -2.059
N -1.657 1.480 -1.470 1.326
O -2.375 0.876 -2.353 -0.945
H 0.052 5.277 0.145 0.476
H -1.606 5.132 0.709 0.293
H -1.294 5.406 -1.006 0.462
H 1.244 2.613 1.637 0.169
H -3.366 4.197 -1.445 0.429
H -3.388 2.881 -2.645 0.385
H -2.257 4.223 -2.817 0.384
C 5.091 1.559 1.992 -1.429
Sb 3.510 0.739 0.788 0.392
C 3.637 -1.224 1.673 -1.014
C 4.777 0.254 -0.917 -1.374
C 5.111 1.470 -1.724 0.570
C 6.137 2.306 -1.277 -0.492
C 6.465 3.477 -1.935 -0.814
C 5.767 3.833 -3.080 -0.733
C 4.769 3.000 -3.552 -0.616
C 4.426 1.814 -2.899 0.704
C 3.368 0.947 -3.512 -1.691
Sb 1.374 1.256 -2.707 0.479
C 0.323 0.586 -4.447 -1.371
C 1.268 3.343 -3.145 -1.292
H 5.390 2.536 1.618 0.380
H 5.946 0.884 1.988 0.434
H 4.727 1.667 3.014 0.423
H 4.455 -1.784 1.221 0.647
H 2.704 -1.771 1.546 -0.168
H 3.834 -1.111 2.739 0.477
H 4.277 -0.513 -1.508 0.272
H 5.673 -0.189 -0.481 0.748
H 6.691 2.020 -0.390 0.493
H 7.266 4.103 -1.564 0.410
H 6.014 4.741 -3.615 0.420
H 4.250 3.257 -4.468 0.364
H 3.594 -0.115 -3.422 0.720
H 3.265 1.177 -4.573 0.718
H 0.551 1.246 -5.283 0.526
H -0.746 0.619 -4.233 0.310
H 0.614 -0.432 -4.706 0.403
H 1.605 3.514 -4.167 0.518
H 1.892 3.907 -2.454 0.384
H 0.233 3.668 -3.048 0.289
```

Calculated values
HOMO energy = -9.56 eV
Kohn-Sham gap = 7.8 eV
LUMO = -1.76 eV
E = -3648.65493 a.u.
Energy above the lowest of the compared OMol25 structures with the same formula, charge and spin = 0.0 kJ/mol
Total charge = +1

[4]
Below is a molecular structure, C45H62BN8O4Se3W, with properties calculated with wB97M-V/def2-TZVPD.

Geometry as XYZ:
```
124
Properties=species:S:1:pos:R:3:mulliken_charge:R:1
W 0.605 0.880 -0.736 -0.911
C 3.285 4.194 0.365 -1.814
C 2.749 2.935 0.594 -0.749
N 1.919 2.600 -0.398 0.558
N 1.877 3.645 -1.259 0.987
C 2.703 4.609 -0.814 -0.094
B 0.667 3.899 -2.228 0.569
N 0.504 2.699 -3.205 0.076
C 0.511 2.587 -4.538 -0.128
C 0.047 1.324 -4.884 -1.730
C -0.247 0.709 -3.680 -0.295
N 0.014 1.554 -2.669 1.026
N -0.578 3.895 -1.330 0.342
C -1.700 4.634 -1.370 0.006
C -2.469 4.313 -0.273 -1.819
C -1.741 3.326 0.389 -0.399
N -0.602 3.066 -0.253 -0.106
N 0.885 5.199 -2.936 0.199
C 0.624 6.474 -2.536 -0.219
C 1.288 7.322 -3.380 -1.001
C 1.961 6.467 -4.276 -0.243
N 1.733 5.197 -4.002 -1.155
H 3.992 4.729 0.974 0.567
H 2.912 2.261 1.419 0.859
H 2.809 5.526 -1.371 0.504
H 0.828 3.421 -5.140 0.706
H -0.085 0.929 -5.876 0.543
H -0.629 -0.277 -3.469 0.349
H -1.864 5.345 -2.163 0.839
H -3.415 4.741 0.010 0.526
H -1.997 2.816 1.301 0.787
H 0.006 6.688 -1.679 0.596
H 1.284 8.398 -3.361 0.458
H 2.596 6.732 -5.107 0.485
C -6.232 -0.417 3.368 -2.104
C -4.775 -0.187 3.766 1.841
C -4.292 -1.394 4.583 -1.644
C -4.699 1.081 4.628 -1.652
C -3.869 -0.014 2.549 -0.270
C -2.500 0.186 2.729 -0.780
C -1.701 0.352 1.621 0.100
Se 0.185 0.484 1.834 0.486
C 0.501 -1.400 1.679 0.535
C 0.565 -2.193 2.808 -0.629
C 0.713 -3.569 2.656 -0.442
C 0.812 -4.063 1.359 -0.464
C 0.763 -3.296 0.190 0.332
C 0.591 -1.929 0.393 0.092
O 0.583 -1.053 -0.670 0.591
C 0.940 -4.019 -1.152 1.680
C 2.375 -4.569 -1.206 -1.666
C 0.719 -3.144 -2.390 -1.717
C -0.071 -5.174 -1.228 -1.867
C 0.790 -4.523 3.846 1.847
C 2.186 -5.162 3.882 -1.592
C -0.274 -5.619 3.690 -1.538
C 0.547 -3.801 5.171 -2.017
C -2.185 0.334 0.310 0.155
O -1.339 0.633 -0.711 0.236
C -3.545 0.118 0.092 0.171
C -4.332 -0.045 1.244 -0.453
C -4.270 0.069 -1.260 1.947
C -5.055 -1.249 -1.359 -1.758
C -3.347 0.136 -2.477 -1.639
C -5.240 1.258 -1.331 -1.654
H -6.834 -0.548 4.268 0.441
H -6.356 -1.316 2.760 0.407
H -6.645 0.432 2.819 0.407
H -4.950 -1.554 5.438 0.476
H -3.283 -1.245 4.971 0.347
H -4.296 -2.303 3.978 0.353
H -5.376 0.996 5.480 0.457
H -4.988 1.964 4.054 0.357
H -3.694 1.245 5.023 0.326
H -2.074 0.209 3.725 0.609
H 0.488 -1.752 3.792 0.618
H 0.948 -5.129 1.242 0.366
H 3.103 -3.795 -0.949 0.105
H 2.600 -4.925 -2.213 0.522
H 2.515 -5.405 -0.520 0.350
H 1.487 -2.377 -2.496 -0.016
H -0.262 -2.666 -2.387 0.279
H 0.773 -3.786 -3.270 0.703
H 0.093 -5.931 -0.462 0.370
H 0.014 -5.672 -2.195 0.503
H -1.093 -4.806 -1.126 0.363
H 2.389 -5.742 2.980 0.327
H 2.265 -5.838 4.735 0.470
H 2.964 -4.401 3.979 0.318
H -0.128 -6.212 2.787 0.333
H -1.278 -5.191 3.656 0.330
H -0.227 -6.302 4.540 0.468
H 1.326 -3.065 5.387 0.369
H 0.554 -4.526 5.984 0.440
H -0.423 -3.298 5.192 0.349
H -5.390 -0.196 1.089 0.434
H -4.385 -2.109 -1.287 0.365
H -5.565 -1.295 -2.322 0.498
H -5.815 -1.349 -0.584 0.309
H -2.615 -0.674 -2.465 0.087
H -2.816 1.084 -2.544 0.131
H -3.958 0.022 -3.374 0.680
H -5.992 1.220 -0.542 0.322
H -5.762 1.253 -2.289 0.468
H -4.701 2.205 -1.241 0.250
O 4.947 -1.673 -1.874 -0.357
C 5.908 -0.643 -2.004 -1.609
C 5.386 0.667 -1.399 1.689
C 6.602 1.615 -1.357 -1.399
O 6.195 2.835 -0.770 -0.458
C 4.298 1.367 -2.206 -1.402
Se 2.698 0.266 -2.297 -0.093
C 4.819 0.483 0.003 -1.550
Se 3.027 -0.306 0.022 0.208
H 5.324 -2.499 -2.193 0.328
H 6.169 -0.470 -3.054 0.517
H 6.830 -0.909 -1.477 0.535
H 6.947 1.772 -2.385 0.460
H 7.414 1.144 -0.795 0.498
H 6.959 3.407 -0.647 0.362
H 4.611 1.514 -3.242 0.933
H 4.034 2.337 -1.788 0.319
H 4.803 1.435 0.528 0.594
H 5.406 -0.231 0.586 0.687
```

Calculated values
HOMO energy (spin up / spin down) = -12.75 / -12.75 eV
Kohn-Sham gap (spin up / spin down) = 5.7 / 5.9 eV
LUMO (spin up / spin down) = -7.07 / -6.90 eV
<S²> = 0.76
2S+1 = 2
E = -9786.84615 a.u.
Energy above the lowest of the compared OMol25 structures with the same formula, charge and spin = 0.0 kJ/mol
Total charge = +2